Record 1
Density functional theory data (ωB97M-V/def2-TZVPD) for C4H6CsO2 as an isolated structure in a non-equilibrium geometry.

Results
* LUMO energy: -3.89 eV

Structure (ORCA input):
```
! wB97M-V def2-TZVPD RIJCOSX def2/J DEFGRID3
* xyz 1 1
Cs -0.74768 -3.47925 5.90045
O 0.53096 0.23057 2.12097
C 0.18389 0.32667 0.95481
O -0.86859 -0.27333 0.48324
C -1.04142 -0.22607 -0.91762
C 0.27039 0.22756 -1.41843
C 0.98342 0.91607 -0.26519
H -1.77333 0.56091 -1.09947
H -1.52886 -1.15048 -1.22746
H 0.12221 0.78545 -2.34304
H 0.94363 -0.52126 -1.83570
H 0.90738 2.00257 -0.22243
H 2.01799 0.60059 -0.13015
*
```


Record 2
Density functional theory data (ωB97M-V/def2-TZVPD) for C4H6CsO4 as an isolated structure.

Results
* LUMO energy: 1.69 eV

Structure (ORCA input):
```
! wB97M-V def2-TZVPD RIJCOSX def2/J DEFGRID3
* xyz -1 1
Cs -0.33361 -0.26419 1.92420
C -3.19190 1.24124 -1.19921
C -2.36997 -0.02995 -1.51781
O -1.38105 -0.22375 -0.76182
O -2.81805 -0.76853 -2.40543
H -4.18226 0.95312 -0.84060
H -3.34259 1.81311 -2.11630
H -2.69154 1.86800 -0.46217
C 2.72102 -1.27853 1.00717
C 3.15209 0.19159 1.13895
O 2.49217 0.90885 1.96664
O 4.12446 0.54293 0.44776
H 3.36018 -1.76249 0.27040
H 1.70998 -1.38035 0.58766
H 2.75105 -1.81105 1.96056
*
```


Record 3
Density functional theory data (ωB97M-V/def2-TZVPD) for C4H6CuO3 as an isolated structure in a non-equilibrium geometry.

Results
* expectation value of S²: 0.758
* LUMO energy (alpha / beta): -1.16 / -1.16 eV

Structure (ORCA input):
```
! wB97M-V def2-TZVPD RIJCOSX def2/J DEFGRID3
* xyz 0 2
H 1.34204 1.66884 0.14505
O 1.13581 -1.57245 -0.58151
C 2.03257 -1.58914 -1.51243
O 2.03315 -0.84402 -2.49531
Cu 0.02435 0.15754 -2.58876
O 3.01506 -2.43170 -1.24573
C 4.12537 -2.45365 -2.13915
H 3.80225 -2.75947 -3.14132
H 4.59424 -1.46388 -2.19404
H 4.82575 -3.18379 -1.72372
C 0.35601 -0.14740 -0.23879
C -0.67666 -0.37708 0.58086
H -0.97123 -1.38039 0.91487
H -1.41706 0.41360 0.73470
*
```


Record 4
Density functional theory data (ωB97M-V/def2-TZVPD) for C4H6CuO7 as an isolated structure in a non-equilibrium geometry.

Results
* LUMO energy: -5.88 eV

Structure (ORCA input):
```
! wB97M-V def2-TZVPD RIJCOSX def2/J DEFGRID3
* xyz 1 1
O -0.44644 -1.39428 0.27521
C -0.38036 -0.02174 0.37944
C 0.42331 0.57169 -0.77103
O -0.03519 0.04803 -2.01105
C -1.23307 0.46125 -2.39774
O -2.14714 0.62491 -1.61601
O -1.31025 0.43667 -3.70903
H -1.31062 -1.73184 0.53838
H -1.32081 0.48720 0.61297
H 1.47823 0.28307 -0.69986
H 0.32223 1.66171 -0.76423
H -2.15028 0.04808 -3.98861
O 2.64294 0.19589 1.78051
C 1.47178 -0.22907 2.17320
O 0.37625 0.32922 1.70577
O 1.37607 -1.12034 3.00700
Cu -0.30741 -1.55219 4.38050
H 2.55076 0.90175 1.10458
*
```


Record 5
Density functional theory data (ωB97M-V/def2-TZVPD) for C4H6EuO5 as an isolated structure in a non-equilibrium geometry.

Results
* expectation value of S²: 20.007
* LUMO energy (alpha / beta): -4.00 / -4.83 eV

Structure (ORCA input):
```
! wB97M-V def2-TZVPD RIJCOSX def2/J DEFGRID3
* xyz 1 9
O 3.10837 -1.71267 -0.34040
C 2.19563 -0.97850 -0.93020
O 2.42416 0.34757 -0.88108
O 1.13516 -1.45312 -1.26913
H 3.92036 -1.23319 -0.12943
Eu 4.59606 1.89040 -1.07355
H 1.53171 0.85084 -0.54729
C -1.46004 -0.22905 -0.84500
C -1.30246 0.84147 -0.02202
O -1.78651 0.83361 1.27529
C -2.92122 0.21607 1.56355
O -3.01643 0.27406 2.86543
H -1.39103 -0.03218 -1.91521
H -1.90143 -1.15540 -0.47621
H -1.40479 1.84892 -0.43197
H -3.72755 -0.30883 3.15723
*
```


Record 6
Density functional theory data (ωB97M-V/def2-TZVPD) for C4H6F18KO3P3 as an isolated structure in a non-equilibrium geometry.

Results
* LUMO energy: 3.17 eV

Structure (ORCA input):
```
! wB97M-V def2-TZVPD RIJCOSX def2/J DEFGRID3
* xyz -2 1
K 6.13133 -1.68568 9.84165
P 4.89144 -5.23688 8.54983
F 4.58251 -3.63239 8.39826
F 3.41393 -5.50530 9.14810
F 4.39850 -5.40202 7.02000
F 5.19459 -6.84000 8.67730
F 6.41467 -4.99175 8.00324
F 5.42574 -5.03407 10.05531
P 2.08659 -0.60196 9.95426
F 1.97185 -2.21101 10.21316
F 1.19090 -0.29982 11.26240
F 3.51564 -0.61565 10.73192
F 2.19897 0.99367 9.66537
F 2.92047 -0.87001 8.56783
F 0.70668 -0.67700 9.09486
P 6.39519 -0.30204 6.11023
F 6.90902 0.93342 5.22024
F 7.67765 -1.18605 5.60531
F 7.21867 0.17681 7.41374
F 5.94338 -1.56503 7.04909
F 5.13564 0.54562 6.64352
F 5.51535 -0.83435 4.88923
C 11.95933 -4.73211 11.76828
C 11.27509 -3.53192 12.47234
C 11.73908 -2.17747 11.84926
O 10.52697 -1.54359 11.52614
C 9.54288 -2.44534 11.37925
O 8.42416 -2.15388 11.09080
O 9.90954 -3.57216 11.99155
H 12.03609 -4.60373 10.69778
H 11.38483 -5.55844 12.18393
H 12.93800 -4.75558 12.25929
H 11.40439 -3.51727 13.55072
H 12.30329 -2.36372 10.93290
H 12.40272 -1.62730 12.51290
*
```


Record 7
Density functional theory data (ωB97M-V/def2-TZVPD) for the molecule C4H6F2 in a non-equilibrium geometry.

Results
* structure (SMILES): C=C(F)CCF
* LUMO energy: 1.00 eV

Structure (ORCA input):
```
! wB97M-V def2-TZVPD RIJCOSX def2/J DEFGRID3
* xyz 0 1
C 1.15589 0.92553 1.41293
C 0.28005 0.62527 0.45666
F -0.61077 1.63553 0.20257
C 0.26166 -0.59018 -0.41456
C -1.06811 -0.60211 -1.12347
F -2.04324 -0.76323 -0.18116
H 1.03237 1.87411 1.94178
H 1.90695 0.22398 1.75200
H 1.17271 -0.73720 -0.95337
H 0.30381 -1.40971 0.33737
H -1.21748 -1.51739 -1.78512
H -1.17385 0.33541 -1.64563
*
```


Record 8
Density functional theory data (ωB97M-V/def2-TZVPD) for the molecule C4H6F2O in a non-equilibrium geometry.

Results
* structure (SMILES): C[C@H](O)/C(F)=C/F
* LUMO energy: 0.80 eV

Structure (ORCA input):
```
! wB97M-V def2-TZVPD RIJCOSX def2/J DEFGRID3
* xyz 0 1
C -0.86629 0.28145 -0.21476
C 0.60190 -0.10853 -0.32219
O 0.82224 -0.60612 -1.64083
C 0.71110 -1.38706 0.72459
F 0.04052 -2.45811 0.20487
C 1.40853 -1.37988 1.86435
F 1.55726 -2.33466 2.84067
H -1.50703 -0.49641 -0.31087
H -1.15610 1.09250 -0.99843
H -1.00834 0.78934 0.63179
H 1.33089 0.52903 -0.09773
H 0.42232 -1.40521 -1.98842
H 2.02635 -0.61620 2.26012
*
```


Copy entry 5 word for word.
Density functional theory data (ωB97M-V/def2-TZVPD) for C4H6EuO5 as an isolated structure in a non-equilibrium geometry.

Results
* expectation value of S²: 20.007
* LUMO energy (alpha / beta): -4.00 / -4.83 eV

Structure (ORCA input):
```
! wB97M-V def2-TZVPD RIJCOSX def2/J DEFGRID3
* xyz 1 9
O 3.10837 -1.71267 -0.34040
C 2.19563 -0.97850 -0.93020
O 2.42416 0.34757 -0.88108
O 1.13516 -1.45312 -1.26913
H 3.92036 -1.23319 -0.12943
Eu 4.59606 1.89040 -1.07355
H 1.53171 0.85084 -0.54729
C -1.46004 -0.22905 -0.84500
C -1.30246 0.84147 -0.02202
O -1.78651 0.83361 1.27529
C -2.92122 0.21607 1.56355
O -3.01643 0.27406 2.86543
H -1.39103 -0.03218 -1.91521
H -1.90143 -1.15540 -0.47621
H -1.40479 1.84892 -0.43197
H -3.72755 -0.30883 3.15723
*
```